Here is a cluster of 8 separate species, C17H31Cl3F6NO17PS2 in total at a distorted geometry from OMol25. Energies are from the ωB97M-V functional and the def2-TZVPD basis.

Positions of all 78 atoms, in Å:
N  2.6091  2.2965  -5.4864
H  2.2310  3.2150  -5.6690
H  1.8921  1.7629  -5.0160
H  3.4891  2.3011  -4.9906
H  2.7396  1.9702  -6.4333
P  0.6093  0.2700  -1.5710
F  -0.1545  0.6619  -0.2321
F  1.4096  1.6545  -1.4917
F  1.7416  -0.3669  -0.5662
F  1.3870  -0.2081  -2.8983
F  -0.1327  -1.1788  -1.5615
F  -0.4343  0.9942  -2.5938
C  0.3966  5.6310  -0.1565
Cl  0.1179  6.5034  1.3775
Cl  1.9615  5.9215  -0.9842
Cl  -0.9097  6.1230  -1.2614
H  0.3161  4.5535  -0.0129
C  -6.7150  -0.9347  -0.1522
C  -5.3448  -1.5386  -0.6413
C  -4.4137  -1.8018  0.5793
O  -4.6545  -3.1614  0.8458
C  -5.1288  -3.8057  -0.2128
O  -5.3266  -5.0498  -0.2641
O  -5.4929  -2.8574  -1.1259
H  -7.4413  -1.1546  -0.9346
H  -6.6409  0.1419  0.0010
H  -7.0601  -1.5504  0.6784
H  -4.8294  -0.8210  -1.2796
H  -4.6763  -1.2003  1.4496
H  -3.4047  -1.4867  0.3135
C  5.6147  2.0243  1.1826
C  5.1273  2.5573  2.4753
C  3.6781  2.4028  2.8221
O  3.7509  2.1395  4.1728
C  5.0161  1.7289  4.5034
O  5.3180  1.2033  5.5777
O  5.8779  2.0145  3.5088
H  5.6482  0.9397  1.2857
H  6.6314  2.3265  0.9313
H  4.9464  2.1616  0.3326
H  5.2427  3.6407  2.5077
H  3.3405  1.5011  2.3112
H  3.1304  3.2888  2.5009
C  -0.2097  -1.2434  6.3358
C  -0.7188  -1.7950  5.0364
C  0.1590  -1.8034  3.8620
O  0.0982  -3.1310  3.3338
C  -0.3755  -3.9278  4.2907
O  -0.2405  -5.1666  4.3000
O  -0.8087  -3.1810  5.3152
H  -0.8546  -1.5057  7.1745
H  -0.2730  -0.1561  6.2924
H  0.8050  -1.5641  6.5716
H  -1.7664  -1.4967  4.9940
H  1.1880  -1.4713  3.9995
H  -0.1779  -1.1239  3.0792
C  -5.6664  3.2291  -5.6032
C  -4.9068  2.7127  -4.4007
O  -5.8983  2.5370  -3.4602
S  -7.2305  3.4965  -3.6255
O  -7.1986  4.5719  -2.6264
O  -8.4783  2.7088  -3.7290
O  -6.6734  4.0492  -5.0793
H  -6.2381  2.4515  -6.1098
H  -5.0783  3.7697  -6.3448
H  -4.1808  3.4127  -3.9872
H  -4.3788  1.7684  -4.5332
C  4.5626  -3.9925  -1.3944
C  5.0315  -3.9589  0.0368
O  6.1437  -4.8621  0.1509
S  6.0464  -6.0543  -1.0315
O  5.6906  -7.3752  -0.4066
O  7.2318  -5.9616  -1.8998
O  4.7348  -5.3707  -1.7571
H  5.1333  -3.3759  -2.0888
H  3.5068  -3.7516  -1.5183
H  4.1912  -4.2815  0.6515
H  5.3680  -2.9703  0.3493

Calculated values
Electronic energy   -139261.24859 eV
F_max   5.45 eV/A
Kohn-Sham gap   0.2784 Eh
HOMO energy   -10.17 eV

---

Here is a structure of composition C17H31F5P2W at a distorted geometry from OMol25. Energies are from the ωB97M-V functional and the def2-TZVPD basis.

Positions of all 56 atoms, in Å:
P  -0.7170  -2.4356  1.5271
P  -0.1701  1.8856  1.4150
C  -1.9005  -1.2387  0.8357
C  -1.4711  -0.2675  -0.3038
H  -2.2734  -0.6760  1.7117
H  -2.7742  -1.8403  0.5282
H  -1.6691  -0.6566  -1.3312
H  -2.2140  0.5654  -0.2830
C  -1.9799  2.2549  1.5675
H  -2.0908  2.6373  2.5898
H  -2.6630  1.4075  1.4305
H  -2.2930  3.0454  0.8628
C  0.0366  3.4856  0.4980
H  -0.8271  3.6906  -0.1640
H  0.9443  3.5187  -0.1177
H  0.0638  4.2469  1.2900
C  -1.5754  -3.9791  1.6401
H  -1.2566  -4.4570  2.5794
H  -1.3094  -4.5753  0.7506
H  -2.6562  -3.7593  1.6715
C  0.7355  -2.5555  0.4779
H  1.3140  -1.5624  0.3123
H  0.5201  -3.1133  -0.4429
H  1.4848  -3.1594  1.0189
W  0.5353  -0.0303  -1.0305
C  1.3129  1.5007  -2.1667
C  -0.1781  1.4634  -2.1495
C  -0.9511  0.8042  -3.2540
C  -0.4876  -0.6495  -3.6093
C  0.2473  -1.3501  -2.5197
C  1.6884  -1.2168  -2.2676
C  2.6002  -0.4206  -3.1502
C  2.1183  1.0241  -3.3518
C  -0.0571  -1.8867  3.0810
H  1.7368  2.4505  -1.7830
H  -0.6181  2.3229  -1.6536
H  -0.8532  1.4205  -4.1710
H  -2.0283  0.7532  -2.9921
H  -1.4008  -1.2355  -3.8699
H  0.0927  -0.6675  -4.5454
H  -0.1337  -2.3296  -2.2806
H  2.1607  -2.0887  -1.8203
H  2.8090  -0.9036  -4.1235
H  3.5945  -0.4204  -2.6761
H  3.0349  1.6544  -3.3873
H  1.5629  1.1708  -4.3030
H  0.6429  -1.0784  2.8815
H  0.4974  -2.7161  3.5429
H  -0.8336  -1.4995  3.7532
F  -0.7541  1.4314  4.0070
C  0.3520  1.9238  3.3189
F  0.3782  3.2952  3.5487
C  1.6220  1.3205  4.0123
F  1.7366  -0.0415  4.0973
F  2.7828  1.7930  3.4974
F  1.5318  1.7442  5.3010

Calculated values
Electronic energy   -52100.70104 eV
Charge   +2
Energy relative to the best compared isomer or geometry (same formula, charge and spin)   0.0 kcal per mole
F_max   6.66 eV/A
Kohn-Sham gap (alpha / beta)   0.2558 / 0.2437 Eh
Expectation value of S²   2.006
Multiplicity   3
HOMO energy (alpha / beta)   -14.46 / -15.39 eV

---

Here is a structure of composition C17H31N3O7Re at a distorted geometry from OMol25. Energies are from the ωB97M-V functional and the def2-TZVPD basis.

Positions of all 59 atoms, in Å:
Re  0.2034  -0.4098  -0.1756
C  1.8984  -2.3277  -1.9836
C  1.2519  -1.3803  -2.9050
O  1.2226  -0.0909  -2.2384
C  0.8878  0.9676  -3.1896
C  0.0310  1.9661  -2.4830
O  -0.9303  1.2839  -1.6621
C  -2.0693  0.7649  -2.3898
C  -2.7017  -0.2195  -1.4806
O  -1.6559  -1.2040  -1.1663
C  -2.1407  -2.3545  -0.4074
C  -2.0865  -2.0375  1.0477
O  -0.6830  -1.6844  1.2873
C  -0.3390  -1.4548  2.6800
C  1.1218  -1.0213  2.7260
O  1.6710  -0.8047  1.3788
C  2.6486  -1.8068  0.9680
C  1.8778  -2.9207  0.3560
O  1.1127  -2.3267  -0.7404
H  2.9246  -2.0323  -1.7645
H  1.9033  -3.3314  -2.4089
H  0.2303  -1.6818  -3.1474
H  1.8320  -1.3174  -3.8263
H  0.3726  0.5215  -4.0397
H  1.8024  1.4336  -3.5546
H  -0.4648  2.6094  -3.2114
H  0.6110  2.5951  -1.8111
H  -1.7475  0.2957  -3.3207
H  -2.7683  1.5700  -2.6207
H  -3.5391  -0.7234  -1.9617
H  -3.0387  0.2576  -0.5657
H  -1.4812  -3.1799  -0.6651
H  -3.1561  -2.6155  -0.7035
H  -2.3604  -2.9144  1.6351
H  -2.7124  -1.1996  1.3349
H  -0.4974  -2.3790  3.2345
H  -0.9986  -0.6950  3.0925
H  1.7347  -1.7645  3.2291
H  1.2321  -0.0835  3.2639
H  3.2536  -2.1379  1.8111
H  3.3094  -1.3095  0.2599
H  1.1597  -3.3574  1.0453
H  2.5323  -3.7139  -0.0060
C  -2.4638  2.6313  2.5858
N  -1.1064  2.6089  1.9812
C  -0.1828  3.6020  2.1906
C  1.0556  3.5687  1.6339
C  1.4028  2.4690  0.8146
N  0.4459  1.5073  0.6681
C  -0.7437  1.5739  1.2176
O  -1.4112  0.5494  0.9130
N  2.5783  2.3597  0.2237
H  -2.6229  3.5867  3.0762
H  -2.5661  1.8322  3.3164
H  -3.2184  2.4903  1.8163
H  -0.4880  4.4196  2.8327
H  1.7626  4.3673  1.8141
H  3.2842  3.0739  0.3543
H  2.8200  1.5746  -0.3597

Calculated values
Electronic energy   -39020.53756 eV
Charge   +4
F_max   3.35 eV/A
Kohn-Sham gap (alpha / beta)   0.2832 / 0.2781 Eh
Expectation value of S²   0.754
Multiplicity   2
HOMO energy (alpha / beta)   -22.08 / -22.08 eV

---

Here is a structure of composition C17H32AsBrF5O4Si2TeZn at a distorted geometry from OMol25. Energies are from the ωB97M-V functional and the def2-TZVPD basis.

Positions of all 64 atoms, in Å:
Zn  0.5377  0.0152  0.1402
Br  -8.0838  0.7215  -0.4517
C  -6.2986  0.0698  -0.4193
C  -6.0108  -1.1355  -1.0378
C  -4.7016  -1.5916  -1.0303
C  -3.7014  -0.8625  -0.3983
C  -4.0154  0.3367  0.2260
C  -5.3192  0.8149  0.2148
C  -2.2838  -1.3412  -0.5102
O  -1.9723  -2.1470  -1.3571
O  -1.4073  -0.7609  0.3015
H  -6.7942  -1.7033  -1.5195
H  -4.4360  -2.5185  -1.5211
H  -3.2333  0.8906  0.7231
H  -5.5704  1.7484  0.7002
C  -1.1884  3.0411  1.5146
C  -1.4996  3.1756  0.0452
O  -1.0474  2.0351  -0.6769
C  -1.6285  2.0033  -1.9779
C  -0.9375  0.9713  -2.8315
H  -1.4957  3.9565  2.0260
H  -0.1241  2.8843  1.6878
H  -1.7083  2.1950  1.9627
H  -1.0228  4.0718  -0.3742
H  -2.5817  3.2831  -0.1076
H  -1.5276  2.9948  -2.4362
H  -2.7001  1.7922  -1.8880
H  0.1245  1.1875  -2.8934
H  -1.3603  0.9891  -3.8388
H  -1.0605  -0.0360  -2.4398
F  0.4711  -1.9792  1.0623
Te  -0.7672  -1.2030  2.4003
F  -2.5523  -0.5598  2.4854
F  -1.0425  -0.7204  4.2143
F  0.4137  -2.2942  3.3831
F  -1.6938  -2.7963  2.1796
O  0.1640  0.3269  2.0818
C  2.3292  0.0033  -4.3208
Si  2.8651  -0.8131  -2.7193
C  1.9371  -2.4173  -2.5312
C  4.6936  -1.1783  -2.9299
As  2.7033  0.3399  -0.6980
Si  2.9737  2.5814  -1.2731
C  1.8614  3.4735  -2.4878
C  4.7181  2.7343  -1.9682
C  2.9096  3.5406  0.3314
H  2.7781  -0.5493  -5.1533
H  2.6712  1.0390  -4.3856
H  1.2460  -0.0103  -4.4488
H  2.1237  -3.0755  -3.3857
H  0.8585  -2.2468  -2.4510
H  2.2498  -2.9324  -1.6191
H  4.8706  -1.8843  -3.7484
H  5.1017  -1.6011  -2.0087
H  5.2459  -0.2578  -3.1440
H  1.6820  2.8970  -3.3957
H  2.3475  4.4122  -2.7752
H  0.8935  3.7098  -2.0399
H  4.7459  2.4725  -3.0314
H  5.3959  2.0586  -1.4404
H  5.0958  3.7569  -1.8626
H  1.9267  3.4646  0.8055
H  3.1298  4.6002  0.1648
H  3.6435  3.1372  1.0332

Calculated values
Electronic energy   -242279.72307 eV
Charge   -1
Energy relative to the best compared isomer or geometry (same formula, charge and spin)   12.2 kcal per mole
F_max   1.06 eV/A
Kohn-Sham gap   0.2841 Eh
HOMO energy   -5.43 eV

---

Here is a structure of composition C17H32Br2FO11S3Zn at a distorted geometry from OMol25. Energies are from the ωB97M-V functional and the def2-TZVPD basis.

Positions of all 67 atoms, in Å:
Zn  -0.9911  0.8679  0.0376
F  0.3153  -0.0544  -0.9307
Br  3.9975  -1.8798  -0.7912
C  2.5425  -1.9961  -2.0654
C  2.9059  -1.2771  -3.3496
Br  1.3971  -1.3460  -4.6052
H  1.6105  -1.5915  -1.6823
H  2.4643  -3.0521  -2.3058
H  3.7805  -1.6947  -3.8364
H  3.0733  -0.2110  -3.2314
O  -2.4612  -0.3198  -0.9260
S  -2.7523  -1.6250  -1.4410
O  -2.9132  -2.7279  -0.5522
O  -4.0237  -1.4531  -2.2843
C  -5.1098  -2.3630  -2.1069
C  -5.9340  -2.0163  -0.8758
C  -1.5547  -2.0301  -2.6442
H  -4.7007  -3.3659  -1.9628
H  -5.7408  -2.3958  -2.9906
H  -5.2947  -2.1666  0.0018
H  -6.7866  -2.6637  -0.6827
H  -6.2389  -0.9697  -0.8688
H  -1.4740  -1.1988  -3.3390
H  -1.8438  -2.9739  -3.0923
H  -0.5827  -2.1018  -2.1591
O  -1.2258  -0.4372  1.5384
S  -0.4106  -1.2954  2.3688
O  0.4572  -0.7255  3.3142
O  -1.4429  -2.2264  3.0364
C  -1.2894  -2.5583  4.4651
C  -1.8919  -1.4665  5.3179
C  0.4306  -2.4318  1.3232
H  -0.2350  -2.7411  4.6932
H  -1.7666  -3.5229  4.6256
H  -1.9158  -1.7493  6.3682
H  -2.9005  -1.2440  4.9649
H  -1.3530  -0.5256  5.2041
H  1.2608  -1.8643  0.9015
H  -0.2530  -2.7957  0.5620
H  0.7522  -3.2598  1.9487
O  -1.3136  2.3160  -1.3212
S  -0.5531  3.0948  -2.2994
O  -1.2519  3.4621  -3.4773
O  -0.0565  4.3820  -1.5786
C  -0.9656  5.5028  -1.4759
C  -0.3013  6.8151  -1.8139
C  0.9767  2.3556  -2.6728
H  -1.3746  5.5062  -0.4585
H  -1.9000  5.3635  -2.0291
H  -0.4500  7.0867  -2.8568
H  0.7698  6.7649  -1.6223
H  -0.7320  7.5961  -1.1910
H  1.5956  3.0232  -3.2590
H  0.7259  1.4398  -3.2100
H  1.4701  2.0775  -1.7504
C  2.9849  0.6408  1.9373
C  3.1073  0.0851  3.1430
C  4.4343  -0.2886  3.7300
O  4.5138  -0.6549  4.8800
C  5.5975  0.0363  2.8598
C  5.4764  0.6802  1.6995
C  4.1650  1.1175  1.1537
O  4.0241  1.7249  0.1117
H  2.0262  1.0080  1.5813
H  2.1973  -0.1198  3.6985
H  6.5663  -0.3239  3.1900
H  6.3668  0.7580  1.0834

Calculated values
Electronic energy   -264389.65353 eV
Charge   +1
F_max   2.27 eV/A
Kohn-Sham gap   0.3181 Eh
HOMO energy   -12.10 eV

---

Here is a structure of composition C17H32Cl2CuN3O2S3 at a distorted geometry from OMol25. Energies are from the ωB97M-V functional and the def2-TZVPD basis.

Positions of all 60 atoms, in Å:
Cu  -0.3669  0.1888  -0.0356
O  1.4460  -0.5444  -0.4322
N  2.2154  -0.6825  0.6547
C  3.5234  -1.0147  0.4370
C  4.3936  -1.2415  1.4622
C  3.9436  -1.1450  2.7831
C  2.6099  -0.7868  2.9914
C  1.7468  -0.5238  1.9421
S  0.1505  0.0369  2.2395
H  3.7941  -1.0735  -0.6044
H  5.4192  -1.4887  1.2304
H  4.6064  -1.3211  3.6177
H  2.2114  -0.6804  3.9877
C  -1.9510  -2.9478  1.4828
N  -2.8893  -2.0511  0.8251
C  -3.3759  -1.0180  1.7085
C  -2.5375  -1.6366  -0.4565
S  -2.4745  0.0060  -0.9152
N  -2.3355  -2.6696  -1.3703
C  -3.3700  -3.6851  -1.4664
C  -1.8098  -2.2753  -2.6551
H  -1.1515  -2.3855  1.9784
H  -1.5070  -3.6099  0.7433
H  -2.4811  -3.5386  2.2347
H  -3.8976  -1.4905  2.5434
H  -4.0645  -0.3860  1.1522
H  -2.5641  -0.3881  2.0933
H  -3.8235  -3.8330  -0.4893
H  -2.9220  -4.6242  -1.8035
H  -4.1554  -3.3938  -2.1785
H  -0.9401  -1.6393  -2.5025
H  -2.5408  -1.7168  -3.2537
H  -1.5063  -3.1686  -3.2042
C  -2.4430  4.2475  0.5378
C  -1.0521  4.8555  0.4101
C  -0.3688  4.3873  -0.8584
S  0.0168  2.5464  -0.7688
O  0.4356  2.2310  -2.1339
C  1.5741  2.7461  0.2325
C  2.8107  2.4735  -0.6018
C  3.1627  3.6272  -1.5333
H  -2.9250  4.5746  1.4576
H  -2.3833  3.1618  0.5443
H  -3.0635  4.5482  -0.3042
H  -0.4547  4.5716  1.2796
H  -1.1263  5.9492  0.4008
H  0.5617  4.9145  -1.0549
H  -1.0255  4.4879  -1.7206
H  1.4752  2.0110  1.0291
H  1.5850  3.7390  0.6782
H  2.6175  1.5797  -1.1990
H  3.6531  2.2694  0.0685
H  2.3590  3.7849  -2.2470
H  4.0696  3.3989  -2.0905
H  3.3310  4.5453  -0.9695
Cl  1.0590  -3.1042  -0.9988
C  0.6123  -4.8334  -1.1668
Cl  2.0216  -5.8532  -1.4725
H  -0.0569  -4.9521  -2.0170
H  0.1574  -5.1807  -0.2398

Calculated values
Electronic energy   -128902.34017 eV
Charge   -1
F_max   2.13 eV/A
Kohn-Sham gap (alpha / beta)   0.1061 / 0.2176 Eh
Expectation value of S²   0.764
Multiplicity   2
HOMO energy (alpha / beta)   -0.43 / -3.47 eV

---

Here is a cluster of 2 separate species, C17H32ClFNO8P in total at a distorted geometry from OMol25. Energies are from the ωB97M-V functional and the def2-TZVPD basis.

Positions of all 61 atoms, in Å:
H  3.6025  -1.8274  2.9959
N  2.7306  -1.6169  2.5180
C  2.6342  -0.3581  2.3686
C  1.4569  0.2081  1.6348
C  0.8453  1.4232  2.3370
C  0.3281  1.0347  3.7140
C  -0.9402  0.1809  3.7523
C  -0.7793  -1.0205  4.6558
F  -1.3041  -0.2913  2.4910
O  2.0121  2.2443  2.6664
C  2.3546  2.9079  1.5295
O  3.4492  3.3638  1.2639
O  1.2584  2.9851  0.7503
C  0.0989  2.4579  1.4649
C  -0.9049  2.0063  0.4173
C  -0.3744  1.1965  -0.7756
C  -0.8757  -0.2409  -0.8239
O  -2.2861  -0.1971  -1.0829
C  -0.4277  3.7114  2.2192
Cl  -0.5713  5.1092  1.1349
C  -1.6918  3.5198  3.0498
C  -3.0305  3.5679  2.2958
H  3.4222  0.2920  2.7332
H  0.7691  -0.6162  1.5140
H  1.8204  0.4541  0.6415
H  0.1582  1.9459  4.2761
H  1.1014  0.5067  4.2570
H  -1.7996  0.7251  4.1294
H  -1.7326  -1.5330  4.7197
H  -0.5188  -0.6782  5.6506
H  -0.0565  -1.7196  4.2508
H  -1.6455  1.3971  0.9273
H  -1.4439  2.8570  0.0308
H  0.7027  1.2305  -0.8864
H  -0.7757  1.6525  -1.6736
H  -0.4044  -0.7641  -1.6477
H  -0.7062  -0.7452  0.1207
H  -2.7286  -0.2437  -0.2382
H  0.3608  3.9824  2.9103
H  -1.7047  4.3356  3.7665
H  -1.6691  2.6119  3.6319
H  -3.3330  2.5516  2.0562
H  -3.8062  3.9447  2.9484
H  -2.9878  4.1129  1.3655
C  -1.6383  -4.1567  -4.0716
O  -0.3202  -4.0906  -3.5234
P  0.6597  -2.8629  -4.0843
O  -0.2207  -1.6770  -3.8099
O  0.5444  -3.4203  -5.6327
C  1.0356  -4.7235  -5.9580
O  2.0694  -2.0308  -4.3949
C  2.3622  -1.5837  -5.7123
H  -2.3350  -4.1769  -3.2357
H  -1.8681  -3.3115  -4.7121
H  -1.7333  -5.0816  -4.6441
H  0.2499  -5.2725  -6.4751
H  1.3273  -5.2907  -5.0735
H  1.8961  -4.6284  -6.6222
H  1.4893  -1.1000  -6.1487
H  2.7035  -2.3953  -6.3532
H  3.1715  -0.8625  -5.6089

Calculated values
Electronic energy   -60545.33997 eV
F_max   7.20 eV/A
Kohn-Sham gap   0.3052 Eh
HOMO energy   -9.86 eV
SMILES   [H]/N=C/C[C@@]1(C[C@H](C)F)OC(=O)O[C@]1(CCCO)[C@@H](Cl)CC.COP(=O)(OC)OC